# 1
C14H26BN3O7S3 | the ωB97M-V functional and the def2-TZVPD basis

## Properties
E_HOMO	-8.8	eV
lowest unoccupied orbital energy	-0.37	eV
orbital gap	8.44	eV

```
! RIJCOSX wB97M-V def2-TZVPD def2/J DEFGRID3
* xyz 0 1
C 4.8248 -1.9613 1.1841
B 3.5520 -1.7623 2.0844
O 3.2657 -2.7852 2.9369
C 2.5504 -0.5299 2.0537
C 2.8991 0.7914 1.9782
C 4.3383 1.2346 1.8798
N 4.9969 1.2032 3.1959
C 1.9099 1.8334 1.9940
C 0.5824 1.5940 2.0308
C 0.1621 0.2427 2.0860
N -1.0912 -0.2119 2.0916
S -0.9937 -1.8138 2.1740
N 0.5943 -2.0131 2.1830
C 1.1455 -0.7941 2.1184
H 4.5201 -2.0590 0.1400
H 5.2995 -2.9028 1.4655
H 5.5824 -1.1839 1.2601
H 2.3595 -2.7362 3.2661
H 4.8590 0.6540 1.1176
H 4.3551 2.2695 1.5401
H 5.8053 1.8130 3.1683
H 5.3587 0.2758 3.3903
H 2.2383 2.8631 1.9485
H -0.1463 2.3909 2.0179
O 2.0640 -0.1213 -1.3558
S 1.4933 0.3894 -2.5659
O 0.5328 1.4462 -2.4986
O 0.8942 -0.8234 -3.3918
C -0.0152 -1.7118 -2.6915
C -1.3921 -1.1115 -2.4953
C 2.7680 0.8373 -3.6918
H 0.4374 -2.0030 -1.7423
H -0.0629 -2.5967 -3.3224
H -1.3696 -0.2624 -1.8145
H -2.0629 -1.8626 -2.0782
H -1.7986 -0.7645 -3.4449
H 3.4828 0.0220 -3.7570
H 3.2397 1.7314 -3.2906
H 2.3190 1.0478 -4.6584
O -5.9274 -1.3264 -0.2716
S -5.6526 -0.2176 -1.1352
O -4.4403 -0.2014 -1.8945
O -5.7849 1.1250 -0.3010
C -5.0358 1.2172 0.9368
C -3.5624 1.4698 0.7098
C -7.0139 0.0548 -2.2149
H -5.2051 0.3103 1.5189
H -5.4957 2.0445 1.4732
H -3.0831 0.6206 0.2292
H -3.0646 1.6387 1.6619
H -3.4193 2.3404 0.0680
H -7.9292 0.0639 -1.6303
H -7.0199 -0.7682 -2.9258
H -6.8641 0.9993 -2.7304
*
```


# 2
C24H20ClN4O4RuS3 | the ωB97M-V functional and the def2-TZVPD basis

## Properties
E_HOMO (alpha / beta)	-1.9 / -1.9	eV
lowest unoccupied orbital energy (alpha / beta)	3.89 / 3.89	eV
⟨S²⟩	0.78
orbital gap (alpha / beta)	5.75 / 5.74	eV

```
! RIJCOSX wB97M-V def2-TZVPD def2/J DEFGRID3
* xyz -2 2
Ru 0.3047 -0.2114 -0.1348
S 0.0567 -2.9395 -0.1586
C 1.6865 -3.4489 -0.3940
C 1.8383 -4.8207 -0.6281
N 1.9303 -5.9570 -0.8058
C 2.8130 -2.6360 -0.3853
S 2.8413 -0.9447 -0.0505
C 4.0687 -3.2110 -0.6186
N 5.1149 -3.6568 -0.8093
O 0.0647 3.2468 2.2888
C -0.2149 2.7218 1.2028
O 0.5320 1.9485 0.5499
C -1.5450 3.0966 0.5687
C -1.8523 4.4490 0.5573
C -3.0150 4.9148 -0.0282
C -3.8918 4.0012 -0.5959
C -3.6125 2.6528 -0.5682
C -2.4386 2.1643 0.0208
S -2.2626 0.4311 0.0960
H -1.1531 5.1227 1.0347
H -3.2484 5.9716 -0.0341
H -4.8096 4.3446 -1.0564
H -4.2992 1.9406 -1.0052
C -0.9081 -0.0534 3.0357
C -0.8567 -0.2000 4.5733
N 0.4196 -0.7687 4.9908
C 1.4921 0.1087 4.5356
C 1.4444 0.2750 2.9999
N 0.3468 -0.5249 2.4562
C 0.5504 -1.9257 2.8168
C 0.5766 -2.0699 4.3536
H -1.0439 0.9917 2.7537
H -1.7275 -0.6351 2.6046
H -1.6475 -0.8660 4.9268
H -0.9775 0.7658 5.0711
H 2.4378 -0.3320 4.8639
H 1.3652 1.0694 5.0392
H 2.3715 -0.0690 2.5347
H 1.2752 1.3186 2.7276
H 1.4902 -2.2541 2.3648
H -0.2588 -2.5129 2.3750
H 1.5154 -2.5090 4.6996
H -0.2381 -2.7095 4.6994
Cl 0.2349 -0.9605 -8.7909
C 0.2343 -0.6926 -7.0738
C -0.9671 -0.4813 -6.4176
C -0.9471 -0.2988 -5.0466
C 0.2587 -0.2956 -4.3607
C 1.4526 -0.4713 -5.0413
C 1.4465 -0.6801 -6.4071
C 0.2598 -0.1804 -2.8585
O 1.1377 0.5167 -2.3170
O -0.6224 -0.8357 -2.2711
H -1.9020 -0.4671 -6.9615
H -1.8642 -0.1571 -4.4932
H 2.3752 -0.4430 -4.4848
H 2.3698 -0.8304 -6.9447
*
```


# 3
C13H30GeN5O7SW | the ωB97M-V functional and the def2-TZVPD basis

## Properties
E_HOMO (alpha / beta)	-15.8 / -16.1	eV
relative energy (zero: lowest compared OMol25 entry of this formula, charge and spin)	22.33	kcal per mole
lowest unoccupied orbital energy (alpha / beta)	-7.59 / -7.95	eV
⟨S²⟩	0.75
orbital gap (alpha / beta)	8.18 / 8.19	eV

```
! RIJCOSX wB97M-V def2-TZVPD def2/J DEFGRID3
* xyz 2 2
W 0.8169 0.3015 -0.6653
C -1.0357 -2.7380 -1.1280
C -0.7451 -2.2668 0.2821
C -1.9505 -2.5004 1.1728
C 0.5141 -2.8704 0.8639
O -0.5186 -0.7548 0.2398
Ge -1.6152 0.3665 1.8326
O -2.8025 0.7760 0.6466
C -4.0003 1.6376 0.7720
C -3.7954 2.8017 -0.1765
C -5.1752 0.7740 0.3579
C -4.1149 2.1050 2.2129
O 2.2390 0.1817 0.3758
C 3.3809 0.6226 1.3172
C 3.8755 1.9313 0.7488
C 2.7172 0.7518 2.6671
C 4.3787 -0.5067 1.2260
H -1.4018 -3.7639 -1.0869
H -0.1426 -2.7408 -1.7482
H -1.8051 -2.1224 -1.5947
H -2.1970 -3.5624 1.1469
H -2.8278 -1.9579 0.8164
H -1.7476 -2.2659 2.2225
H 0.3932 -3.9508 0.9466
H 0.7186 -2.4747 1.8601
H 1.3789 -2.6778 0.2237
H -3.6369 2.4437 -1.1933
H -2.9380 3.4073 0.1219
H -4.6793 3.4390 -0.1673
H -5.0390 0.4009 -0.6564
H -6.0918 1.3633 0.3871
H -5.2935 -0.0749 1.0329
H -3.2444 2.7015 2.5045
H -4.2194 1.2560 2.8958
H -4.9948 2.7345 2.3416
H 3.0968 2.6922 0.7724
H 4.2399 1.8111 -0.2705
H 4.7069 2.2775 1.3642
H 1.9453 1.5215 2.6511
H 3.4736 1.0509 3.3937
H 2.2969 -0.1988 2.9955
H 4.7627 -0.6150 0.2124
H 3.9461 -1.4480 1.5634
H 5.2199 -0.2703 1.8790
O 1.4359 2.1596 -1.5771
S 0.0477 2.5495 -1.0917
O -0.4077 3.8636 -1.2249
O -0.7367 1.3868 -1.6842
O 0.1487 1.9586 0.3623
N 3.9578 -2.0472 -3.4132
N 2.7195 -1.4576 -3.3799
N 2.1376 -0.9169 -4.4362
C 1.0492 -0.3785 -3.9335
N 0.9572 -0.6566 -2.6227
N 2.0503 -1.3258 -2.2802
H 3.8691 -3.0474 -3.2574
H 4.3637 -1.8550 -4.3246
H 0.3192 0.1789 -4.4968
*
```


# 4
C25H75N5O10 | the ωB97M-V functional and the def2-TZVPD basis

## Properties
E_HOMO	-9.0	eV
relative energy (zero: lowest compared OMol25 entry of this formula, charge and spin)	123.97	kcal per mole
SMILES string	COC[C@H](C)N.COC[C@H](C)N.COC[C@H](C)N.COC[C@H](C)N.COC[C@H](C)N.CO.CO.CO.CO.CO
lowest unoccupied orbital energy	0.36	eV
orbital gap	9.32	eV

```
! RIJCOSX wB97M-V def2-TZVPD def2/J DEFGRID3
* xyz 0 1
C 3.1718 -9.1087 2.2021
O 4.0043 -7.9122 2.0584
C 3.3476 -6.7269 1.6067
C 4.3464 -5.5074 1.9658
C 4.6917 -5.2847 3.4370
N 3.8637 -4.2363 1.5005
H 3.0140 -9.2455 1.1323
H 2.2442 -8.9608 2.7550
H 3.5669 -10.0022 2.6855
H 3.0446 -6.8391 0.5656
H 2.4353 -6.7194 2.2032
H 5.1413 -5.7812 1.2721
H 5.5135 -4.5894 3.6084
H 5.0533 -6.2165 3.8717
H 3.8584 -4.8592 3.9961
H 3.2800 -3.8275 2.2162
H 4.5631 -3.5670 1.2125
C -0.1281 -7.7547 -5.0595
O 0.7335 -6.8589 -5.8838
C 1.5347 -5.9097 -5.1799
C 0.6266 -4.7554 -4.6094
C -0.1896 -3.9904 -5.6654
N 1.3480 -3.6502 -3.9858
H -1.1475 -7.3940 -4.9224
H 0.3862 -8.1317 -4.1754
H -0.1576 -8.6358 -5.7005
H 2.0952 -6.3305 -4.3451
H 2.1316 -5.5088 -5.9992
H 0.0075 -5.0653 -3.7675
H -0.9838 -4.5863 -6.1150
H 0.4198 -3.5396 -6.4487
H -0.6527 -3.0637 -5.3265
H 1.6982 -3.9064 -3.0738
H 2.1738 -3.6236 -4.5667
C -4.1759 1.2155 9.7513
O -4.0325 2.1673 8.7160
C -2.9610 1.8484 7.8247
C -2.5118 3.0881 7.0910
C -3.6017 3.6465 6.1345
N -1.3347 2.8357 6.2534
H -3.4551 1.4592 10.5317
H -4.1422 0.1578 9.4902
H -5.1656 1.4595 10.1373
H -2.1262 1.3785 8.3447
H -3.3314 1.0839 7.1418
H -2.3360 3.9253 7.7664
H -3.2003 4.4416 5.5062
H -4.3869 4.1318 6.7143
H -4.0628 2.9145 5.4715
H -1.4035 1.9115 5.8518
H -1.2670 3.4562 5.4595
C -8.9074 6.6504 1.3592
O -8.5824 5.8858 0.2161
C -9.1866 4.5550 0.1321
C -8.6239 3.7275 -1.0947
C -7.2310 3.1500 -0.7551
N -8.6583 4.4370 -2.3810
H -7.9896 7.1786 1.6176
H -9.0845 6.0675 2.2630
H -9.6298 7.4039 1.0455
H -9.0647 4.0498 1.0902
H -10.2731 4.6354 0.1002
H -9.3853 2.9887 -1.3445
H -7.3025 2.5794 0.1709
H -6.5642 4.0098 -0.6907
H -7.0077 2.4921 -1.5950
H -9.5652 4.6944 -2.7434
H -8.1334 5.2763 -2.1805
C 7.8647 -1.1854 -5.4654
O 7.3139 -1.8788 -4.3659
C 8.2512 -2.3135 -3.4550
C 8.6533 -1.1798 -2.5286
C 9.3748 -1.5998 -1.2128
N 7.4476 -0.3293 -2.0788
H 8.1476 -1.9671 -6.1703
H 8.6803 -0.4880 -5.2742
H 7.0342 -0.6786 -5.9569
H 7.8027 -3.1430 -2.9083
H 9.1517 -2.6536 -3.9664
H 9.2579 -0.4841 -3.1104
H 9.7725 -0.8032 -0.5840
H 10.1850 -2.2796 -1.4768
H 8.6653 -2.0927 -0.5483
H 7.8459 0.5131 -1.6892
H 6.9994 0.0057 -2.9197
C 0.3973 2.5552 -1.2219
O 0.5927 1.2469 -0.7074
H 0.1063 3.1641 -0.3660
H 1.3571 2.8466 -1.6484
H -0.3160 2.6569 -2.0398
H 0.7752 0.6309 -1.4207
C 6.0550 4.7531 2.4501
O 7.4098 4.9357 2.0894
H 5.8880 3.8469 3.0322
H 5.7761 5.5328 3.1589
H 5.4601 4.9716 1.5633
H 7.9782 5.0302 2.8573
C -5.2209 4.0125 -7.3193
O -4.6738 3.8490 -5.9475
H -5.9913 3.2797 -7.5590
H -5.7135 4.9820 -7.3945
H -4.5567 3.7472 -8.1419
H -5.4515 3.8244 -5.3852
C -0.8589 -2.5162 3.3247
O -1.5571 -1.4203 2.9486
H -0.7888 -3.1999 2.4787
H 0.1674 -2.3207 3.6356
H -1.3805 -3.1362 4.0537
H -1.0858 -0.9761 2.2399
C -3.4840 8.5721 -1.2690
O -4.7874 8.9504 -1.7539
H -2.7546 8.9093 -2.0055
H -3.3191 9.2226 -0.4101
H -3.4462 7.5251 -0.9685
H -5.3762 8.2679 -1.4233
*
```


# 5
C27H37Br3CuN3O3SSi | the ωB97M-V functional and the def2-TZVPD basis

## Properties
E_HOMO (alpha / beta)	-11.5 / -11.3	eV
relative energy (zero: lowest compared OMol25 entry of this formula, charge and spin)	0.00	kcal per mole
lowest unoccupied orbital energy (alpha / beta)	-3.29 / -4.54	eV
⟨S²⟩	0.76
orbital gap (alpha / beta)	8.24 / 6.73	eV

```
! RIJCOSX wB97M-V def2-TZVPD def2/J DEFGRID3
* xyz 1 2
Cu -1.8311 0.1525 1.2954
Br -5.6877 5.5744 2.5589
C -4.5798 4.0903 2.2602
C -3.3512 3.9922 2.8951
C -2.5822 2.8738 2.6348
N -2.9655 1.9011 1.8143
C -4.1478 1.9985 1.1964
C -4.9894 3.0849 1.3969
C -4.4993 0.8781 0.2711
C -5.6830 0.8591 -0.4555
C -5.9224 -0.2060 -1.3107
Br -7.5091 -0.2661 -2.3094
C -4.9818 -1.2194 -1.4254
C -3.8349 -1.1182 -0.6628
N -3.5975 -0.1054 0.1662
H -2.9999 4.7597 3.5681
H -1.6107 2.7546 3.0973
H -5.9427 3.1657 0.9009
H -6.4110 1.6493 -0.3731
H -5.1327 -2.0590 -2.0870
H -3.0648 -1.8773 -0.7227
Br 1.4413 -2.4752 5.1325
C -0.2814 -2.2583 4.4137
C -1.3587 -2.9936 4.8836
C -2.5974 -2.7844 4.2997
C -2.7108 -1.8610 3.2767
N -1.6680 -1.1583 2.8267
C -0.4733 -1.3496 3.3861
H -1.2293 -3.7085 5.6841
H -3.4671 -3.3324 4.6303
H -3.6604 -1.6716 2.7940
H 0.3484 -0.7645 2.9976
C 4.0358 -1.7020 1.8236
C 3.1822 -1.8584 0.5733
C 3.9900 -2.4478 -0.5737
C 1.9436 -2.6946 0.8616
O 2.7851 -0.5132 0.2141
Si 1.7214 0.0555 -0.8617
S 0.0149 0.6282 0.3298
O 1.3001 -1.0761 -1.9349
C 0.9169 -1.0120 -3.3264
C 0.4330 -2.4135 -3.6718
C 2.1345 -0.6362 -4.1583
C -0.2038 0.0065 -3.4848
O 2.2067 1.4012 -1.6020
C 3.1658 2.4284 -1.2485
C 2.9547 3.5388 -2.2669
C 2.8874 2.9212 0.1633
C 4.5632 1.8359 -1.3637
H 4.3888 -2.6748 2.1664
H 3.4567 -1.2407 2.6242
H 4.9014 -1.0738 1.6152
H 4.3748 -3.4289 -0.2939
H 4.8369 -1.8028 -0.8072
H 3.3734 -2.5588 -1.4641
H 2.2328 -3.7012 1.1649
H 1.3106 -2.7717 -0.0222
H 1.3694 -2.2508 1.6735
H 1.2316 -3.1387 -3.5167
H 0.1203 -2.4626 -4.7147
H -0.4127 -2.6886 -3.0407
H 2.9441 -1.3446 -3.9812
H 2.4798 0.3650 -3.9090
H 1.8844 -0.6626 -5.2193
H -1.0474 -0.2601 -2.8457
H -0.5486 0.0320 -4.5187
H 0.1407 1.0059 -3.2182
H 1.9376 3.9248 -2.2018
H 3.1208 3.1635 -3.2766
H 3.6500 4.3580 -2.0846
H 1.8696 3.3032 0.2395
H 3.5797 3.7234 0.4188
H 3.0153 2.1170 0.8886
H 4.7204 1.4314 -2.3639
H 4.7075 1.0408 -0.6338
H 5.3117 2.6084 -1.1860
*
```


# 6
C39H78O13 | the ωB97M-V functional and the def2-TZVPD basis

## Properties
E_HOMO (alpha / beta)	0.0 / -6.8	eV
lowest unoccupied orbital energy (alpha / beta)	2.01 / 1.99	eV
⟨S²⟩	0.75
orbital gap (alpha / beta)	2.04 / 8.77	eV

```
! RIJCOSX wB97M-V def2-TZVPD def2/J DEFGRID3
* xyz -1 2
C 22.9939 17.3949 3.3739
C 22.1970 16.1836 2.9060
O 21.0214 15.9928 3.1920
C 22.9266 15.1496 2.1225
H 23.8622 16.9931 3.8961
H 22.3951 17.9926 4.0612
H 23.2752 18.0532 2.5520
H 22.3539 14.2239 2.0652
H 23.9392 14.9717 2.4847
H 22.9661 15.6017 1.1314
C 18.7562 21.2367 1.8718
C 19.6761 20.0945 1.4349
O 20.7811 20.3901 0.9938
C 19.2341 18.6341 1.6714
H 19.2742 22.1953 1.9011
H 18.3783 21.0754 2.8814
H 17.9442 21.3549 1.1542
H 20.0492 17.9230 1.8056
H 18.7256 18.3278 0.7572
H 18.5134 18.5617 2.4860
C 23.0092 12.0203 3.6594
C 22.1680 10.6757 3.6919
O 21.2466 10.4876 4.5472
C 22.4376 9.6177 2.6991
H 23.2886 12.1758 2.6174
H 23.8657 11.9935 4.3330
H 22.3444 12.7981 4.0351
H 22.1699 8.6701 3.1666
H 23.4798 9.7173 2.3955
H 21.8190 9.8552 1.8337
C 15.7802 16.1360 2.9119
C 16.4662 15.7089 1.6517
O 15.9486 15.8498 0.5498
C 17.8731 15.1956 1.7484
H 16.3694 16.8221 3.5202
H 15.5786 15.2582 3.5259
H 14.8509 16.6605 2.6898
H 18.3774 15.2715 0.7850
H 17.8631 14.1549 2.0722
H 18.3802 15.8364 2.4698
C 26.6685 18.1530 1.1745
C 26.0768 17.5668 -0.1313
O 25.0365 16.9035 -0.0468
C 26.7886 17.8192 -1.4763
H 26.1033 17.8926 2.0693
H 26.6658 19.2370 1.0594
H 27.6932 17.7850 1.2263
H 26.0368 17.6708 -2.2514
H 27.6352 17.1544 -1.6479
H 27.1677 18.8396 -1.5326
C 18.2731 11.0764 3.8789
C 18.0072 12.5802 4.2391
O 16.8547 12.9918 4.1417
C 19.2163 13.4598 4.5664
H 19.0788 10.8486 3.1809
H 17.3586 10.6676 3.4493
H 18.5421 10.6639 4.8512
H 18.9905 14.5259 4.5449
H 20.0476 13.2818 3.8844
H 19.5097 13.1851 5.5796
C 24.7314 14.3050 -1.7982
C 23.7415 13.3151 -1.1739
O 22.5624 13.3986 -1.5141
C 24.2538 12.3597 -0.1291
H 24.3588 15.3227 -1.6823
H 24.7637 14.0443 -2.8561
H 25.6876 14.3374 -1.2760
H 24.8675 12.9392 0.5606
H 24.8649 11.5581 -0.5440
H 23.3939 11.9002 0.3581
C 18.6114 11.9582 -1.7885
C 18.8747 12.0384 -0.3176
O 18.0208 11.6114 0.4820
C 20.1726 12.5521 0.1727
H 18.5131 12.9886 -2.1304
H 17.7499 11.2944 -1.8608
H 19.5247 11.4959 -2.1630
H 20.4544 13.4161 -0.4292
H 20.9200 11.7787 -0.0042
H 20.1806 12.8650 1.2168
C 18.6127 20.1546 6.3183
C 19.5130 18.9450 6.4269
O 20.3059 18.9003 7.3354
C 19.4545 17.8214 5.3853
H 18.0273 20.3386 5.4175
H 19.1594 21.0544 6.6008
H 17.8747 19.9508 7.0942
H 20.3751 17.9019 4.8072
H 18.6412 17.9948 4.6806
H 19.3491 16.8415 5.8508
C 19.0287 15.8431 -2.2986
C 20.0007 16.8852 -1.8304
O 19.8896 18.0462 -2.1040
C 21.1482 16.4221 -0.9664
H 18.2595 15.7096 -1.5379
H 19.4951 14.8836 -2.5220
H 18.5595 16.1239 -3.2415
H 21.9800 15.9964 -1.5274
H 20.8848 15.7643 -0.1381
H 21.5642 17.2774 -0.4338
C 29.1115 13.0123 1.5320
C 27.7598 13.6010 1.8330
O 27.1650 13.3117 2.8895
C 27.3367 14.7885 1.0339
H 29.1228 12.8589 0.4530
H 29.3450 12.1193 2.1117
H 29.8226 13.8217 1.6972
H 27.6016 14.5557 0.0025
H 27.8740 15.6670 1.3912
H 26.2913 15.0775 1.1422
C 22.5138 21.0092 4.0008
C 21.8391 22.3332 4.2394
O 21.0717 22.4641 5.1519
C 22.1638 23.5505 3.3764
H 23.4382 21.0289 4.5781
H 22.6094 20.8347 2.9291
H 21.7282 20.3553 4.3795
H 22.2335 23.0837 2.3938
H 23.1092 24.0247 3.6398
H 21.3213 24.2414 3.3460
C 23.9956 19.1539 6.7792
C 23.8388 20.0856 7.9733
O 24.4515 19.9143 9.0065
C 22.7094 21.1672 7.8135
H 24.5192 19.7498 6.0316
H 23.0039 18.7692 6.5411
H 24.6040 18.3025 7.0841
H 22.1548 21.0496 6.8825
H 23.1157 22.1772 7.7594
H 21.9420 20.9784 8.5642
*
```


| no. | calculated total energy (eV) |
| --- | --- |
| 1 | -66925.591 |
| 2 | -86975.384 |
| 3 | -104912.061 |
| 4 | -55057.406 |
| 5 | -312693.373 |
| 6 | -68323.216 |